This record from the Open Molecules 2025 dataset describes one molecule with the formula C50H74O14. The level of theory is the ωB97M-V functional and the def2-TZVPD basis.

The value obtained for the highest occupied orbital energy is -9.04 eV. The gap between HOMO and LUMO comes out at 9.4850 eV. The calculation puts the LUMO energy at 0.445 eV. As for the relative energy (zero: lowest compared OMol25 entry of this formula, charge and spin): 6.58 kcal/mol.

The geometry in ORCA input format:
```
! RIJCOSX wB97M-V def2-TZVPD def2/J DEFGRID3
* xyz 0 1
C -12.16416 -1.96354 2.25831
C -12.10264 -1.94080 0.77484
C -13.13165 -2.19836 -0.03554
C -12.98287 -2.24288 -1.49986
O -13.75308 -2.80351 -2.23364
O -11.89022 -1.63794 -2.02487
C -11.06225 -0.86608 -1.17055
C -9.76506 -0.53422 -1.91581
H -9.77359 0.48606 -2.29497
H -9.67148 -1.20636 -2.76831
C -8.55940 -0.70974 -0.98800
O -7.46038 -0.05357 -1.57097
C -6.30929 0.13008 -0.74466
H -6.32761 1.16287 -0.35871
C -5.07359 -0.02267 -1.65158
H -4.43069 0.84993 -1.54594
H -5.46291 -0.01935 -2.67168
C -4.20758 -1.27066 -1.46608
C -3.27139 -1.40345 -2.66826
H -2.58565 -0.56083 -2.69096
H -3.83820 -1.42370 -3.59550
H -2.68894 -2.31914 -2.59929
H -4.84100 -2.16252 -1.42271
C -3.34400 -1.22434 -0.17883
O -2.53547 -0.06215 -0.15947
C -2.90086 1.01428 0.69222
H -3.98713 1.04546 0.80758
C -2.43574 2.29817 -0.00641
C -0.92255 2.34869 0.11236
O -0.37206 3.39364 -0.65099
C 1.05841 3.40126 -0.72458
C 1.53429 4.82148 -0.41297
H 1.10966 5.50942 -1.13865
H 1.21191 5.11966 0.57941
H 2.61791 4.85753 -0.45598
C 1.67798 2.38132 0.26430
C 1.02846 2.46408 1.65331
H 1.41068 3.35445 2.15012
H 1.33293 1.59658 2.24007
C -0.51624 2.48694 1.58862
C -1.01913 3.79828 2.20718
H -0.60062 3.90719 3.20459
H -2.09948 3.82219 2.29008
H -0.70520 4.63013 1.58360
O -0.96872 1.34481 2.29916
C -2.29889 0.83906 2.11848
C -3.25669 1.45260 3.14839
H -3.51188 2.47647 2.89256
H -4.17573 0.87570 3.18098
H -2.78557 1.44447 4.12771
C -2.08866 -0.66020 2.40911
C -3.31799 -1.56157 2.37448
H -3.98699 -1.32320 3.20194
H -2.97026 -2.58653 2.51657
C -4.16578 -1.51707 1.09183
O -5.24913 -0.63228 1.32220
C -6.36582 -0.79545 0.48034
C -7.61242 -0.44978 1.30758
H -7.37268 0.42873 1.90677
H -7.83499 -1.26893 1.99206
C -8.85634 -0.18546 0.42985
C -9.20430 1.30821 0.42546
H -8.41782 1.87954 -0.05684
H -9.32161 1.64786 1.45151
H -10.13676 1.48850 -0.10031
O -9.95071 -0.90791 1.00864
C -10.77262 -1.63367 0.12641
H -10.29417 -2.59653 -0.13696
H -6.41425 -1.84137 0.14489
H -4.59226 -2.52476 0.93797
H -1.34972 -1.01719 1.69069
H -1.63648 -0.72836 3.39981
H 1.52011 1.37228 -0.13335
O 3.07122 2.61243 0.39032
C 3.90972 1.55274 0.00671
C 5.32817 1.91770 0.44149
H 5.36206 2.03672 1.52426
H 5.61560 2.86725 -0.01071
C 6.28189 0.81515 -0.00637
C 6.18853 0.67430 -1.53179
C 7.11383 -0.44125 -2.03218
H 7.62533 -0.14770 -2.94741
C 8.16203 -0.78553 -0.97397
O 9.23821 -1.45079 -1.59480
C 10.17961 -1.98877 -0.67300
H 10.98555 -2.33347 -1.32776
C 10.73459 -0.89134 0.25027
H 11.28439 -1.34925 1.07013
H 11.41675 -0.25664 -0.31599
C 9.64589 0.00327 0.84734
O 8.95172 -0.69439 1.85387
H 8.19189 -0.14495 2.08965
H 10.12085 0.89301 1.29452
C 8.66334 0.47789 -0.25151
C 9.36025 1.44331 -1.21316
H 8.62627 1.99656 -1.79026
H 9.99517 0.88458 -1.89444
H 9.96161 2.15607 -0.65421
O 7.58771 1.13648 0.42959
C 9.59586 -3.19033 0.09691
H 9.28305 -2.86240 1.08841
H 8.70999 -3.52496 -0.44871
C 10.52568 -4.40290 0.24231
C 10.88674 -5.02023 -1.11081
H 11.33098 -6.00560 -0.97986
H 11.59175 -4.39691 -1.65679
H 9.99401 -5.13659 -1.71982
C 11.78529 -4.07021 1.05435
O 12.50320 -5.21465 1.45122
H 12.77483 -5.69401 0.66096
H 12.43572 -3.39542 0.47908
H 11.50267 -3.57525 1.98630
H 9.97067 -5.15482 0.81581
H 7.71654 -1.43991 -0.21079
H 6.50527 -1.31810 -2.25216
O 4.86648 0.34452 -1.90521
C 3.87018 1.28026 -1.52911
C 3.91427 2.57088 -2.29108
C 2.85874 3.33216 -2.54469
C 1.43784 3.03544 -2.18493
H 0.77325 3.61497 -2.82748
H 1.21377 1.97709 -2.34170
H 3.01624 4.26605 -3.06733
H 4.89019 2.89286 -2.62194
H 2.93621 0.75693 -1.76670
H 6.47701 1.63811 -1.97558
H 5.95380 -0.13789 0.44373
H 3.60979 0.62212 0.51894
H -0.56443 1.37365 -0.25043
H -2.89856 3.17962 0.43146
H -2.70975 2.25519 -1.06110
H -2.62538 -2.05614 -0.25383
H -8.34134 -1.78728 -0.89880
H -11.61041 0.05005 -0.90086
H -14.10593 -2.46848 0.33959
H -11.51107 -2.74756 2.63875
H -13.17868 -2.13572 2.60476
H -11.78764 -1.01977 2.64781
*
```

This record from the Open Molecules 2025 dataset describes C50H75BBeN3OP2S as an isolated structure. The level of theory is the ωB97M-V functional and the def2-TZVPD basis.

The value obtained for the highest occupied orbital energy is -3.64 eV. The gap between HOMO and LUMO comes out at 6.0884 eV. The calculation puts the LUMO energy at 2.446 eV. As for the relative energy (zero: lowest compared OMol25 entry of this formula, charge and spin): 3.79 kcal/mol.

The geometry in ORCA input format:
```
! RIJCOSX wB97M-V def2-TZVPD def2/J DEFGRID3
* xyz -1 1
Be 0.33139 0.22531 0.41105
C -5.48930 -0.71943 -2.54055
C -4.88083 0.46848 -1.79141
C -5.60275 1.74535 -2.23506
C -5.16049 0.25047 -0.29728
P -2.98642 0.43920 -1.93659
C -2.67548 2.20549 -1.46121
N -1.30032 2.58357 -1.18473
B -0.17491 1.84635 -0.58787
N 0.89560 2.86135 -0.68011
C 2.24131 2.77354 -0.16677
P 2.78441 1.00936 -0.21681
C 4.11175 0.95628 1.10191
C 3.44817 1.46371 2.38888
C 5.37709 1.77222 0.84532
C 4.47359 -0.51889 1.32275
C 3.53047 0.86735 -1.93488
C 4.35848 2.04184 -2.45791
C 4.36766 -0.40812 -1.99444
C 2.32356 0.68272 -2.86357
C 0.43452 4.04464 -1.20313
C 1.06716 5.25677 -1.41781
C 0.33464 6.29779 -1.98712
C -1.00034 6.12716 -2.31656
C -1.64664 4.91259 -2.08353
C -0.92251 3.87102 -1.52874
C -2.52932 0.44829 -3.76101
C -3.39231 1.29114 -4.70002
C -1.08941 0.96521 -3.83638
C -2.51828 -1.01271 -4.23409
H -6.54347 -0.81746 -2.26732
H -4.99486 -1.65032 -2.27825
H -5.44290 -0.58931 -3.61949
H -6.64844 1.69097 -1.91826
H -5.59616 1.87207 -3.31687
H -5.18213 2.64171 -1.78613
H -6.23987 0.16661 -0.14462
H -4.80183 1.07391 0.31690
H -4.69755 -0.66730 0.06190
H -3.31629 2.40895 -0.59581
H -3.04127 2.85160 -2.26570
H 2.28115 3.13067 0.86651
H 2.90588 3.41854 -0.74724
H 3.37663 2.55038 2.41226
H 4.06933 1.16321 3.23098
H 2.44678 1.04418 2.53528
H 5.14888 2.79792 0.55378
H 5.99891 1.32301 0.07051
H 5.97658 1.81472 1.75951
H 3.58102 -1.12904 1.46629
H 5.09360 -0.61030 2.21912
H 5.02866 -0.94735 0.49055
H 5.22788 2.25665 -1.84102
H 3.76711 2.95120 -2.55342
H 4.71809 1.79354 -3.46083
H 5.34442 -0.27713 -1.52459
H 4.53853 -0.67884 -3.04044
H 3.86402 -1.24080 -1.50822
H 1.67199 1.55637 -2.86003
H 1.72924 -0.18190 -2.56554
H 2.68190 0.52546 -3.88494
H 2.10297 5.40130 -1.14568
H 0.81425 7.25179 -2.16275
H -1.55781 6.94911 -2.74617
H -2.69744 4.80795 -2.31981
H -3.50386 2.31566 -4.34615
H -4.38515 0.86636 -4.83801
H -2.91654 1.33808 -5.68391
H -1.02758 2.04173 -3.67429
H -0.68955 0.74992 -4.83157
H -0.44972 0.48051 -3.10050
H -3.49482 -1.48509 -4.15633
H -1.81326 -1.60268 -3.64672
H -2.20607 -1.05573 -5.28082
C 1.59995 -3.19217 4.22923
C 1.82329 -1.70373 3.97075
C 3.01178 -1.22942 4.81244
C 0.59523 -0.86487 4.27177
C 0.19896 -0.84264 5.60499
C -0.76562 0.02519 6.07449
C -1.29115 0.94004 5.17572
C -0.95487 0.93872 3.82958
C -1.54031 2.06384 2.99260
C -0.43944 2.95322 2.41391
C -2.55770 1.61013 1.94972
C -0.05839 -0.04182 3.30729
N 0.14058 -0.21040 1.96193
H 2.51465 -3.75747 4.05147
H 0.81458 -3.59590 3.58979
H 1.31031 -3.35840 5.26953
H 2.08586 -1.55845 2.91893
H 2.86495 -1.44739 5.87250
H 3.15702 -0.15696 4.71454
H 3.92517 -1.73473 4.49140
H 0.69676 -1.50614 6.30383
H -1.06396 0.02475 7.11461
H -1.99266 1.69089 5.52551
H -2.09883 2.68477 3.70419
H 0.29385 2.35915 1.87182
H 0.08002 3.47445 3.22065
H -0.84494 3.69673 1.72579
H -2.08892 1.03581 1.15623
H -3.03927 2.48301 1.50023
H -3.32869 0.99668 2.41937
O 0.41270 -1.35521 -0.04360
S 0.15901 -2.02184 1.36858
C -1.65767 -2.14298 1.51082
C -2.36123 -3.18434 0.71156
C -3.08541 -4.18924 1.34147
C -3.73983 -5.16697 0.60162
C -3.66316 -5.15297 -0.78205
C -2.93320 -4.15414 -1.41678
C -2.29432 -3.17518 -0.67866
C 0.34932 -3.89518 0.52388
C 1.73335 -4.02276 0.06028
C 2.06728 -3.82771 -1.28572
C 3.36629 -3.96504 -1.73323
C 4.39742 -4.25710 -0.84543
C 4.09142 -4.42891 0.49503
C 2.78045 -4.32371 0.93564
H -1.96949 -1.13840 1.23182
H -1.85280 -2.26799 2.57786
H -3.13308 -4.20932 2.42370
H -4.30125 -5.94061 1.11000
H -4.16292 -5.91687 -1.36416
H -2.85881 -4.14056 -2.49756
H -1.70976 -2.40464 -1.16500
H -0.36227 -4.10194 -0.26504
H 0.14227 -4.51547 1.39986
H 1.27698 -3.58006 -1.98228
H 3.58453 -3.82663 -2.78545
H 5.41763 -4.35326 -1.19693
H 4.87613 -4.66425 1.20589
H 2.55052 -4.50249 1.97452
*
```

This record from the Open Molecules 2025 dataset describes C50H76NO8P2SSeW as an isolated structure at a distorted geometry. The level of theory is the ωB97M-V functional and the def2-TZVPD basis.

The value obtained for the highest occupied orbital energy (alpha / beta) is -9.55 / -9.55 eV. The gap between HOMO and LUMO (alpha / beta) comes out at 6.0657 / 6.0664 eV. The calculation puts the LUMO energy (alpha / beta) at -3.486 / -3.486 eV. As for the relative energy (zero: lowest compared OMol25 entry of this formula, charge and spin): 0.00 kcal/mol.

The geometry in ORCA input format:
```
! RIJCOSX wB97M-V def2-TZVPD def2/J DEFGRID3
* xyz 1 1
W 0.81681 0.62703 0.28558
C -4.31657 -3.17463 5.17426
C -3.74002 -3.49411 3.79659
C -4.89703 -3.53296 2.78934
C -3.07841 -4.87520 3.85836
C -2.71353 -2.45559 3.34024
C -2.08942 -2.61188 2.10764
C -1.16476 -1.67501 1.66627
Se -0.26687 -1.79592 0.02395
C 2.39704 -0.69222 -0.21958
C 2.85503 -2.01590 -0.26862
C 4.09972 -2.27671 -0.82445
C 4.87642 -1.19728 -1.29641
C 4.46220 0.12840 -1.29217
C 3.17357 0.31257 -0.77955
O 2.45679 1.44371 -0.73446
C 5.29820 1.30146 -1.76928
C 4.59427 1.97736 -2.95355
C 5.43499 2.30773 -0.61548
C 6.69322 0.86754 -2.21163
C 4.58418 -3.72482 -0.92014
C 4.58951 -4.35990 0.47518
C 3.62491 -4.50544 -1.82824
C 5.99284 -3.83866 -1.50122
C -0.84763 -0.59017 2.47881
O 0.06918 0.28921 1.97362
C -1.47534 -0.36733 3.70980
C -2.39379 -1.33485 4.10663
C -1.22874 0.88256 4.54845
C -2.09510 0.87190 5.80538
C 0.23675 0.94362 4.99309
C -1.59594 2.14471 3.75180
H -5.02022 -3.95543 5.46345
H -4.85547 -2.22714 5.18039
H -3.54055 -3.13224 5.93732
H -5.65785 -4.24533 3.11138
H -4.55707 -3.83718 1.79953
H -5.36726 -2.55114 2.70480
H -3.80250 -5.62490 4.17835
H -2.25057 -4.87805 4.56700
H -2.68952 -5.18062 2.88849
H -2.32504 -3.45986 1.47915
H 2.25994 -2.81701 0.14438
H 5.86123 -1.41308 -1.67844
H 3.58071 2.28186 -2.69382
H 4.54731 1.29946 -3.80804
H 5.15182 2.86281 -3.25967
H 4.45947 2.68566 -0.31276
H 6.04631 3.15442 -0.92807
H 5.91374 1.84223 0.24709
H 6.65425 0.16027 -3.04086
H 7.25591 0.40913 -1.39807
H 7.25133 1.73963 -2.54959
H 3.59419 -4.37493 0.91700
H 5.24833 -3.81078 1.14807
H 4.94290 -5.39003 0.42135
H 2.60045 -4.46106 -1.45800
H 3.91834 -5.55356 -1.88146
H 3.63749 -4.10002 -2.84123
H 6.73056 -3.32282 -0.88678
H 6.04891 -3.43734 -2.51318
H 6.28230 -4.88784 -1.54896
H -2.90134 -1.19685 5.04889
H -1.85580 0.03557 6.46243
H -3.15746 0.82836 5.56629
H -1.91868 1.79041 6.36417
H 0.50499 0.05064 5.55797
H 0.39143 1.81129 5.63512
H 0.90701 1.02521 4.14729
H -2.65984 2.13999 3.50737
H -1.03642 2.23716 2.82322
H -1.39851 3.02913 4.35885
C -4.19947 3.14916 0.99027
C -3.38684 3.16867 -0.28085
C -3.77554 4.26017 -1.24716
O -3.57210 1.88630 -1.00067
P -2.70822 0.62692 -0.62066
O -1.49068 0.99415 0.14636
C -2.31021 -0.16013 -2.19504
P -0.72048 0.33975 -2.84474
O 0.25037 0.69072 -1.76514
O -0.32569 -0.87307 -3.73113
C 0.83303 -0.91912 -4.65268
C 2.11971 -0.81036 -3.87201
C 0.67981 -2.21221 -5.41529
O -0.86635 1.61756 -3.73709
C -1.65781 1.65567 -4.96962
C -0.78782 2.31631 -6.01292
C -2.94208 2.41397 -4.70933
O -3.57091 -0.36215 0.20730
C -4.90370 -0.93465 0.06480
C -5.91867 0.01537 0.65406
C -5.21037 -1.33403 -1.35939
H -3.99324 4.06131 1.55018
H -3.92775 2.30365 1.62180
H -5.26929 3.10885 0.78309
H -2.32427 3.23195 -0.04027
H -4.80128 4.12826 -1.59160
H -3.11379 4.27326 -2.10941
H -3.70483 5.22468 -0.74753
H -3.09721 0.00147 -2.92951
H -2.21050 -1.22696 -1.98576
H 0.72112 -0.05965 -5.32268
H 2.18753 -1.59218 -3.11616
H 2.21739 0.15606 -3.37926
H 2.95537 -0.92487 -4.56303
H 0.78260 -3.06109 -4.74185
H 1.45747 -2.28126 -6.17555
H -0.28802 -2.26819 -5.90766
H -1.87131 0.62018 -5.25806
H -0.46751 3.29413 -5.65705
H -1.35742 2.45641 -6.93090
H 0.09482 1.72383 -6.24571
H -2.75459 3.48646 -4.68821
H -3.39681 2.13478 -3.76160
H -3.65549 2.21250 -5.50781
H -4.82955 -1.82977 0.68651
H -6.03840 0.90250 0.03206
H -5.62661 0.31948 1.65672
H -6.88161 -0.49002 0.71763
H -5.30940 -0.46183 -2.00745
H -6.16535 -1.85878 -1.37297
H -4.45827 -2.00681 -1.76370
S 1.31488 5.13362 0.89883
C 0.30934 4.96696 -0.47406
C -0.00079 3.66318 -0.75195
C 0.56176 2.75817 0.19456
C 1.31672 3.43183 1.12013
C 2.21569 2.70549 2.00578
C 3.03562 3.27868 2.97168
C 3.89584 2.46276 3.68665
C 3.92156 1.08787 3.44450
C 3.07138 0.56335 2.48779
N 2.24967 1.36036 1.78002
H -0.00756 5.84484 -1.01113
H -0.59850 3.36325 -1.60215
H 2.99971 4.34376 3.14327
H 4.54469 2.89537 4.43363
H 4.57798 0.42549 3.98493
H 3.03493 -0.49759 2.26363
*
```

Taking the records one at a time from the top gives E_tot values of -81714.95499 -90080.73887 -167541.78954 eV.